Entry 1:
Entry from the OMol25 dataset: the molecule C7H7ClO3S (ωB97M-V/def2-TZVPD).

Each line ends with the Löwdin charge.
Geometry (Å):
C 0.0757 2.4911 0.6451  -0.1424
C -0.1156 2.0503 -0.7597  -1.0058
Cl 1.3184 2.1591 -1.7616  0.6951
S -1.5940 2.7159 -1.6723  1.0029
C -2.2365 1.1600 -2.1843  -0.7284
O -3.1060 1.1212 -2.9972  0.0402
C -1.3762 0.1315 -1.6369  -0.0296
C -0.4376 0.4699 -0.7444  -0.3518
O 0.4450 -0.2569 -0.0929  -0.0763
C 0.3795 -1.7133 -0.1105  -0.0604
C 1.6393 -2.2414 0.7433  -0.1922
O 2.3148 -1.4678 1.3548  0.0913
H 0.7054 1.9132 1.2723  0.0725
H -0.8573 2.5933 1.2181  0.0999
H 0.6191 3.4237 0.6902  0.0773
H -1.5679 -0.8247 -1.7851  0.0652
H -0.6463 -1.8635 0.4921  0.1810
H 0.2926 -1.9711 -1.2009  0.1371
H 1.6640 -3.3561 0.7526  0.1244

Frontier orbital gap, eV: 9.66
HOMO level, eV: -9.418
SMILES string: C[C@]1(Cl)SC(=O)C=C1OCC=O

***

Entry 2:
Entry from the OMol25 dataset: C3H16BrN2O6Pt as an isolated structure (ωB97M-V/def2-TZVPD).

Each line ends with the Löwdin charge.
Geometry (Å):
Pt -0.5762 0.1513 -0.1178  0.9582
Br -1.4080 0.6955 -2.5488  -0.1278
C -2.4286 -2.6586 -0.4208  -0.7964
O -2.0973 -1.5265 -0.1623  -0.1138
N -1.8864 -3.6947 0.0712  0.1962
N -3.2912 -2.9732 -1.3173  0.2089
H -1.0940 -3.6046 0.6909  0.1303
H -2.1514 -4.5976 -0.2957  0.1307
H -3.6984 -2.2249 -1.8599  0.1380
H -3.3144 -3.9351 -1.6244  0.1288
C 1.6467 2.6416 -0.1800  -0.1333
C 3.2367 2.7359 -0.3446  -0.2224
O 3.7122 2.9540 0.9277  -0.0574
O 1.2243 1.2843 0.0533  -0.2497
H 1.1729 2.8360 -1.1422  0.1203
H 1.2608 3.2550 0.6342  0.1260
H 3.6112 3.5442 -0.9727  0.1255
H 3.5792 1.7829 -0.7479  0.1206
H 4.6604 2.8104 0.9704  0.1017
H 1.8966 0.9470 0.6498  0.0981
O -1.5627 2.0009 0.7292  -0.1089
H -2.4849 1.8813 0.5025  0.0717
H -1.5663 2.1605 1.6730  0.0708
O -0.5160 -0.1080 2.1246  -0.1048
H -1.0803 0.0569 2.8800  0.0826
H 0.1431 -0.7228 2.4469  0.0738
O 0.8891 -1.5530 -0.7284  -0.1056
H 0.7509 -1.8920 -1.6129  0.0677
H 1.3716 -2.2464 -0.2783  0.0704

Frontier orbital gap (spin up / spin down), eV: 7.76 / 7.91
Multiplicity: 3
HOMO level (spin up / spin down), eV: -11.151 / -11.387
Charge: +1
Expectation value of S²: 2.004

***

Entry 3:
Entry from the OMol25 dataset: the molecule C7H15N (ωB97M-V/def2-TZVPD).

Each line ends with the Löwdin charge.
Geometry (Å):
C -0.9953 -0.1579 -2.8054  -0.1059
C -1.2487 -1.0518 -1.5924  -0.2464
C -0.0377 -1.0731 -0.6375  -0.2293
N 0.3838 0.2721 -0.1966  -0.1547
C 1.6258 0.2034 0.6006  -0.1792
C 1.2950 0.5788 2.0651  -0.1747
C -0.2193 0.5031 2.1341  -0.1799
C -0.6265 0.8863 0.7086  -0.1840
H -1.1883 0.8847 -2.5887  0.0675
H -1.4489 -0.5570 -3.7146  0.0658
H 0.0697 -0.2314 -3.0677  0.0695
H -1.4475 -2.0920 -1.8226  0.0999
H -2.1068 -0.6753 -1.0298  0.0852
H 0.8017 -1.3818 -1.2575  0.1103
H -0.2466 -1.7635 0.1874  0.1168
H 2.3035 0.9789 0.2413  0.1038
H 2.1088 -0.7634 0.4549  0.1083
H 1.6496 1.5871 2.2761  0.1024
H 1.8015 -0.0742 2.7796  0.1025
H -0.6949 1.2138 2.8078  0.1053
H -0.5724 -0.5062 2.3510  0.1053
H -1.6178 0.5222 0.4767  0.0947
H -0.6402 1.9650 0.5281  0.1167

Frontier orbital gap, eV: 9.57
HOMO level, eV: -8.429
SMILES string: CCCN1CCCC1

***

Entry 4:
Entry from the OMol25 dataset: a 2-piece molecular cluster, C4H3Cl2N overall (ωB97M-V/def2-TZVPD).

Each line ends with the Löwdin charge.
Geometry (Å):
N -2.7877 1.2173 0.8116  0.1786
C -1.9617 0.4008 0.4704  -0.2390
C -0.8158 -0.1857 0.1153  -0.6076
Cl -0.1965 -1.5838 0.8673  0.6254
H -3.6695 1.3617 0.4546  0.0420
H -0.4734 0.1580 -0.8289  0.0555
C 2.3467 -1.0961 -0.5981  -0.0578
C 2.5613 0.0599 -0.2803  -0.7243
Cl 2.6861 1.6221 0.3012  0.6631
H 2.3105 -1.9541 -1.3132  0.0642

Frontier orbital gap, eV: 9.19
HOMO level, eV: -8.545
SMILES string: N=C=CCl.C#CCl

***

Entry 5:
Entry from the OMol25 dataset: C41H35N3O4P2Pt as an isolated structure (ωB97M-V/def2-TZVPD).

Each line ends with the Löwdin charge.
Geometry (Å):
Pt 0.4572 0.7838 -0.4256  0.9044
C -2.3781 0.0502 1.3033  -0.3734
C -1.9137 1.3097 2.0390  -0.3708
P -0.0925 1.5855 1.7562  0.9672
C 0.1227 3.3528 2.1119  -0.3530
C 1.1046 4.0220 1.3876  -0.0654
C 1.3773 5.3530 1.6505  -0.0578
C 0.6778 6.0226 2.6397  -0.0772
C -0.3119 5.3636 3.3522  -0.0837
C -0.5997 4.0369 3.0882  -0.1172
C 0.6159 0.7834 3.2429  -0.3162
C 0.7884 1.4374 4.4575  -0.0729
C 1.3673 0.7754 5.5237  -0.0753
C 1.8002 -0.5325 5.3893  -0.0766
C 1.6217 -1.1954 4.1881  -0.0601
C 1.0205 -0.5422 3.1294  -0.0893
P -2.0962 0.3145 -0.5230  1.0320
C -3.7832 0.9012 -0.9603  -0.3284
C -4.1298 2.2260 -0.7134  -0.0898
C -5.4130 2.6747 -0.9719  -0.0774
C -6.3559 1.8139 -1.5083  -0.0817
C -6.0104 0.5011 -1.7792  -0.0738
C -4.7355 0.0440 -1.5031  -0.0780
C -2.1004 -1.3078 -1.3275  -0.3959
C -2.0109 -2.5287 -0.6733  -0.1059
C -1.8274 -3.6894 -1.4042  -0.0770
C -1.7158 -3.6401 -2.7822  -0.0672
C -1.8229 -2.4249 -3.4434  -0.0674
C -2.0281 -1.2674 -2.7218  -0.1187
H -3.4350 -0.1568 1.5037  0.0949
H -1.7754 -0.8001 1.6350  0.0643
H -2.1024 1.2214 3.1137  0.0925
H -2.4455 2.1878 1.6571  0.0681
H 1.6391 3.4950 0.6091  0.0762
H 2.1344 5.8671 1.0789  0.1115
H 0.8947 7.0595 2.8525  0.1040
H -0.8620 5.8907 4.1179  0.1032
H -1.3850 3.5444 3.6445  0.1035
H 0.4809 2.4635 4.5777  0.0898
H 1.4942 1.2876 6.4647  0.1049
H 2.2802 -1.0287 6.2179  0.1040
H 1.9618 -2.2140 4.0697  0.1075
H 0.8722 -1.0589 2.1958  0.0540
H -3.3834 2.9074 -0.3314  0.1017
H -5.6830 3.6996 -0.7630  0.1055
H -7.3537 2.1667 -1.7232  0.1040
H -6.7423 -0.1703 -2.2034  0.1059
H -4.4823 -0.9849 -1.7078  0.1014
H -2.1053 -2.5851 0.4014  0.1009
H -1.7404 -4.6361 -0.8920  0.1035
H -1.5545 -4.5542 -3.3351  0.1058
H -1.7429 -2.3760 -4.5210  0.1103
H -2.1343 -0.3149 -3.2284  0.1151
O 4.5625 2.1157 -0.7193  0.0360
C 3.4839 1.5597 -0.5763  -0.6325
O 2.3479 2.0602 -0.7756  -0.1406
C 3.4941 0.0934 -0.0991  -0.1523
C 4.7196 -0.5459 0.1608  0.0231
C 4.7148 -1.8320 0.6188  0.0156
C 3.4860 -2.5101 0.7569  -0.1456
C 3.3614 -3.8349 1.2193  -0.0307
C 2.1338 -4.4326 1.2968  -0.0746
C 0.9726 -3.7483 0.8983  -0.0597
C 1.0589 -2.4608 0.4569  -0.0698
C 2.3055 -1.8091 0.4052  -0.2544
N 2.3470 -0.5140 0.0495  0.0717
H 5.6209 0.0225 -0.0019  0.1169
H 5.6309 -2.3447 0.8734  0.1173
H 4.2579 -4.3631 1.5096  0.1115
H 2.0492 -5.4487 1.6523  0.1010
H 0.0152 -4.2485 0.9419  0.0970
H 0.1966 -1.9042 0.1063  0.0661
C 2.2771 -2.5629 -4.9133  -0.0275
N 1.6165 -1.4128 -4.3379  -0.0539
C 1.2017 -0.3768 -5.1008  -0.0637
C 0.5451 0.6731 -4.5677  0.0083
C 0.3713 0.7103 -3.1385  -0.5846
O -0.1759 1.6638 -2.5472  -0.1223
N 0.8063 -0.3387 -2.4081  0.0917
C 1.4114 -1.4173 -2.9355  -0.4991
O 1.7756 -2.3920 -2.3012  0.0596
H 2.1445 -2.5609 -5.9945  0.0864
H 1.8368 -3.4680 -4.4887  0.0903
H 3.3453 -2.5632 -4.6764  0.0987
H 1.4263 -0.4433 -6.1594  0.1270
H 0.2011 1.4999 -5.1611  0.1073

Frontier orbital gap (spin up / spin down), eV: 6.76 / 6.78
HOMO level (spin up / spin down), eV: -7.257 / -7.373

***

| no. | largest force on an atom (eV Å⁻¹) |
| --- | --- |
| 1 | 4.55 |
| 2 | 6.28 |
| 3 | 1.51 |
| 4 | 2.77 |
| 5 | 3.24 |